{
  "formula": "C4H6F2N2",
  "method": "the ωB97M-V functional and the def2-TZVPD basis",
  "relative_energy_kcal_mol": 75.52,
  "charge": 0,
  "smiles": "[H]/N=C(\\N)C1[C@@H](F)[C@@H]1F",
  "max_force_ev_per_a": 5.28,
  "energy_ha": -465.13114,
  "elements": ["H", "N", "C", "N", "C", "C", "F", "C", "F", "H", "H", "H", "H", "H"],
  "coordinates": [[1.346, -2.675, -0.667], [0.707, -1.975, -0.212], [1.128, -0.654, -0.178], [2.394, -0.139, -0.338], [0.448, 0.484, 0.447], [-1.158, 0.274, 0.803], [-1.671, 1.247, 1.683], [-0.782, 0.773, -0.506], [-1.074, -0.135, -1.496], [2.428, 0.730, -0.885], [2.829, -1.057, -0.763], [0.966, 1.436, 0.880], [-1.265, -0.794, 0.988], [-1.118, 1.891, -0.785]]
}